Record 1
# C11H11BrIrN3S

A molecular structure, C11H11BrIrN3S (ωB97M-V/def2-TZVPD, the Open Molecules 2025 dataset).

maximum force: 0.013 hartree/bohr
lowest unoccupied orbital energy: -9.38 eV
HOMO energy: -13.64 eV
energy above the lowest of the compared OMol25 structures with the same formula, charge and spin: 0.0 kJ/mol
charge: +2

Element x y z (Å)
Ir (0.1385, 0.2045, 0.6763)
Br (-0.4380, 0.3400, 3.0726)
S (-1.7490, 0.5608, -0.6206)
N (1.2257, 1.0628, -0.9483)
N (-2.1979, 3.2391, -0.3508)
N (1.0392, 2.4344, -0.4452)
C (-0.1501, 2.9609, 4.2497)
C (0.3874, 5.0770, 0.5278)
C (0.2201, 5.0067, 2.9865)
C (0.0495, 4.3556, 4.1794)
C (0.8606, 3.5048, -1.3922)
C (0.6027, 4.7229, -0.8105)
C (-0.0312, 2.9310, 1.8158)
C (0.2056, 4.3217, 1.7402)
C (-1.4663, 2.1878, -0.1771)
C (-0.1721, 2.3007, 3.0606)
C (-0.1643, 2.1529, 0.5922)
H (0.3861, 6.0762, 2.9848)
H (-3.0948, 3.2083, -0.8231)
H (0.3798, 6.1462, 0.6988)
H (0.8009, 1.0278, -1.8798)
H (2.2249, 0.8676, -1.0380)
H (1.8288, 2.6514, 0.1754)
H (-0.2791, 2.4635, 5.2002)
H (-1.8372, 4.1464, -0.0569)
H (0.9228, 3.2512, -2.4376)
H (0.0747, 4.9191, 5.1024)
H (0.5743, 5.5512, -1.5102)

***

Record 2
# C5H11NO2

2 unconnected molecules or ions with the total composition C5H11NO2 at a distorted geometry (ωB97M-V/def2-TZVPD, the Open Molecules 2025 dataset).

maximum force: 0.122 hartree/bohr
lowest unoccupied orbital energy: 0.93 eV
HOMO energy: -8.85 eV
energy above the lowest of the compared OMol25 structures with the same formula, charge and spin: 288.5 kJ/mol

Element x y z (Å)
O (-0.0516, 0.1263, 1.8724)
O (-1.8561, 1.8519, 0.2069)
N (0.4757, -2.6209, -0.1841)
C (0.3713, 0.7854, -1.3990)
C (0.7061, 2.0788, -1.3679)
C (0.0289, -1.2015, 0.0172)
C (1.0382, -0.2999, -0.6825)
C (-0.2501, -0.9623, 1.5029)
H (1.7000, 0.0962, 0.0721)
H (-0.9664, 2.0559, 0.6044)
H (1.6411, -0.8721, -1.3836)
H (1.3684, -2.7520, -0.3697)
H (1.6096, 2.5021, -0.8129)
H (-0.6765, -1.7874, 2.1363)
H (-0.1963, -3.2857, -0.5162)
H (0.1718, 2.8382, -1.9282)
H (-0.4429, 0.4039, -2.0728)
H (-1.1019, -1.0792, -0.4041)
H (-2.5412, 1.9980, 0.9055)

***

Record 3
# C21H22ClN3O

C21H22ClN3O in the gas phase (ωB97M-V/def2-TZVPD, the Open Molecules 2025 dataset).

maximum force: 0.012 hartree/bohr
lowest unoccupied orbital energy: 0.70 eV
HOMO energy: -7.76 eV
energy above the lowest of the compared OMol25 structures with the same formula, charge and spin: 3.6 kJ/mol

Element x y z (Å)
Cl (3.8038, -2.4162, 1.6006)
O (1.1312, 1.3629, 2.0946)
N (2.0911, 1.1290, -1.6687)
N (1.0605, 2.5823, 0.1978)
N (-4.7418, 0.0705, 0.2364)
C (-1.9526, 2.3129, 1.1291)
C (0.5035, 1.7577, 1.1322)
C (2.0233, -2.8655, -0.3699)
C (0.8617, 1.7670, -2.0956)
C (3.0299, 2.0900, -1.1357)
C (1.2565, -2.4454, -1.4437)
C (2.8495, -0.6048, -0.1314)
C (-2.5282, -0.2649, 0.2704)
C (0.4551, 2.8662, -1.0797)
C (-2.4551, -2.7306, -0.5288)
C (-0.9251, 1.3877, 0.8950)
C (-5.6518, -2.1087, -0.5234)
C (-3.5546, 0.6822, 0.5090)
C (2.0636, -0.1757, -1.2045)
C (-1.2003, 0.0993, 0.4792)
C (1.2785, -1.1317, -1.8638)
C (-3.1630, -1.4723, -0.1552)
C (-3.2752, 1.9709, 0.9435)
C (2.5010, 2.7294, 0.1711)
C (2.8200, -1.9287, 0.2644)
C (-4.5092, -1.2280, -0.1611)
H (-1.5343, -2.8224, 0.0423)
H (3.9971, 1.6132, -0.9812)
H (3.1564, 2.8618, -1.9027)
H (2.7684, 3.7904, 0.2188)
H (-6.0911, -1.8000, -1.4731)
H (1.0005, 2.2083, -3.0904)
H (-0.3976, -0.6053, 0.3208)
H (-5.6526, 0.4861, 0.3313)
H (-0.6289, 2.9085, -0.9821)
H (0.6386, -3.1597, -1.9670)
H (-5.3184, -3.1374, -0.6208)
H (0.0679, 1.0238, -2.1488)
H (-1.6952, 3.3044, 1.4723)
H (-3.0764, -3.6019, -0.3340)
H (-4.0667, 2.6811, 1.1331)
H (-2.1959, -2.7266, -1.5886)
H (2.0090, -3.8905, -0.0378)
H (2.8860, 2.2279, 1.0609)
H (-6.4286, -2.0629, 0.2397)
H (3.4679, 0.0798, 0.4228)
H (0.8156, 3.8473, -1.4046)
H (0.6931, -0.8487, -2.7248)

***

| no. | molar mass (g/mol) | frontier orbital gap (eV) |
| --- | --- | --- |
| 1 | 489.4 | 4.26 |
| 2 | 117.1 | 9.78 |
| 3 | 367.9 | 8.47 |